[1]
{"formula": "C36H38BrIKN7O3S2", "method": "ωB97M-V/def2-TZVPD", "fmax_ev_per_a": 0.2, "relative_energy_kj_mol": 40.2, "homo_lumo_gap_ev": 6.85, "species": ["K", "C", "C", "C", "C", "C", "C", "C", "S", "O", "O", "N", "C", "C", "C", "C", "C", "C", "C", "C", "N", "C", "H", "H", "H", "H", "H", "H", "H", "H", "H", "H", "H", "H", "H", "N", "C", "N", "C", "C", "C", "C", "C", "C", "S", "H", "H", "H", "H", "H", "H", "C", "N", "C", "C", "O", "N", "C", "C", "H", "H", "H", "H", "H", "H", "H", "H", "H", "H", "H", "H", "C", "C", "N", "H", "H", "H", "Br", "C", "C", "C", "C", "C", "C", "I", "H", "H", "H", "H"], "positions_angstrom": [[0.30802, 0.93177, -0.18837], [-2.17957, -2.73781, 5.12332], [-1.92247, -1.43285, 4.42155], [-0.77605, -0.69631, 4.70231], [-0.50571, 0.48470, 4.03196], [-1.39616, 0.94808, 3.07285], [-2.55023, 0.23627, 2.78642], [-2.80386, -0.94903, 3.46172], [-1.03140, 2.50193, 2.29586], [0.42392, 2.50144, 2.09090], [-1.50910, 3.55563, 3.16396], [-1.77503, 2.30413, 0.92764], [-1.84260, 3.31838, 0.00982], [-1.72279, 4.67748, 0.26703], [-1.90016, 5.63992, -0.73870], [-2.20960, 5.29412, -2.02617], [-2.30346, 3.92499, -2.35672], [-2.62093, 3.48274, -3.66117], [-2.66124, 2.14786, -3.93870], [-2.33935, 1.24615, -2.90626], [-2.05671, 1.60629, -1.68100], [-2.07653, 2.93390, -1.36656], [-1.93197, -2.67275, 6.18367], [-1.56858, -3.53295, 4.68873], [-3.22407, -3.03771, 5.03257], [-0.08047, -1.05528, 5.44992], [0.39282, 1.04963, 4.24540], [-3.22907, 0.60734, 2.03074], [-3.70976, -1.50224, 3.23960], [-1.53135, 5.00560, 1.27880], [-1.81119, 6.68491, -0.46685], [-2.38135, 6.03922, -2.79295], [-2.83063, 4.22113, -4.42689], [-2.90942, 1.77638, -4.92446], [-2.31739, 0.17970, -3.11459], [3.39007, 2.02208, 0.62040], [3.09279, 1.02714, 1.49446], [2.55381, -0.10049, 1.14312], [2.43332, -0.93994, 2.23840], [1.88278, -2.21690, 2.21008], [1.82333, -2.95303, 3.37969], [2.31145, -2.43293, 4.57804], [2.85290, -1.15773, 4.62580], [2.90478, -0.42199, 3.45262], [3.51674, 1.18532, 3.18820], [3.01297, 1.90654, -0.32112], [3.35262, 2.96236, 0.98075], [1.51452, -2.60401, 1.26784], [1.39084, -3.94602, 3.36994], [2.26150, -3.02599, 5.48208], [3.22513, -0.75113, 5.55735], [4.12820, -0.20380, -2.07105], [3.69935, 0.59403, -3.20644], [4.67745, 0.76062, -4.26381], [2.61822, 1.40613, -3.06166], [2.12387, 1.65203, -1.95420], [2.09172, 1.96682, -4.19477], [1.95417, 1.19180, -5.41775], [1.04248, 2.95248, -3.98341], [4.56407, -1.13256, -2.44134], [3.28203, -0.43774, -1.43135], [4.87836, 0.32113, -1.47107], [5.66320, 0.91484, -3.81781], [4.43888, 1.63074, -4.86976], [4.73155, -0.12058, -4.90915], [2.44969, 0.23081, -5.31867], [2.36815, 1.72525, -6.27660], [0.89504, 0.99625, -5.60885], [1.33878, 3.65959, -3.21312], [0.10163, 2.48548, -3.67912], [0.88340, 3.49104, -4.91769], [-1.16618, -2.58251, -3.94908], [-0.10701, -1.68495, -3.50310], [0.72437, -0.98214, -3.13795], [-2.13924, -2.14971, -3.72280], [-1.08238, -3.53383, -3.42708], [-1.08441, -2.74690, -5.02209], [-4.94692, -2.80757, 0.78988], [-3.49463, -3.85408, 1.40044], [-3.77432, -4.89727, 2.27288], [-2.75045, -5.69891, 2.74905], [-1.44288, -5.45493, 2.35601], [-1.16453, -4.40961, 1.49102], [-2.18656, -3.60186, 1.00630], [-1.69392, -2.04577, -0.28679], [-4.79875, -5.07107, 2.57154], [-2.97601, -6.50849, 3.43008], [-0.63620, -6.07580, 2.72299], [-0.14637, -4.21503, 1.18328]], "forces_ev_per_angstrom": [[0.0105, -0.0441, -0.0883], [-0.0250, -0.0198, -0.0019], [-0.0170, -0.0305, 0.0022], [0.0344, 0.0348, -0.0145], [-0.0123, -0.0188, 0.0293], [0.0364, 0.0040, 0.0294], [-0.0031, 0.0046, -0.0168], [-0.0340, 0.0031, -0.0114], [0.0986, -0.0438, 0.0105], [0.0305, -0.0184, 0.0119], [-0.0243, 0.0153, -0.0294], [0.0080, 0.0522, -0.0492], [-0.0338, -0.0091, -0.1009], [-0.0134, 0.0692, 0.0256], [-0.0197, -0.0131, -0.0620], [0.0100, 0.0216, 0.0248], [0.0018, -0.0406, 0.0295], [-0.0103, -0.0051, 0.0056], [-0.0102, 0.0099, -0.0318], [-0.0256, 0.0033, 0.0209], [-0.0317, 0.0082, -0.0032], [0.0038, -0.0421, -0.0120], [0.0032, 0.0011, -0.0039], [0.0085, -0.0095, -0.0006], [0.0055, 0.0049, -0.0016], [0.0201, -0.0176, 0.0140], [0.0027, 0.0103, -0.0135], [0.0021, 0.0035, -0.0029], [0.0102, -0.0005, 0.0046], [-0.0034, -0.0323, 0.0103], [-0.0039, 0.0047, -0.0212], [0.0049, 0.0122, 0.0141], [0.0002, -0.0045, -0.0026], [-0.0019, 0.0165, -0.0012], [0.0108, -0.0110, 0.0030], [-0.0784, 0.0548, 0.0597], [0.0260, -0.0282, -0.0147], [0.0127, 0.0259, -0.0348], [0.0179, -0.0132, 0.0547], [-0.0265, -0.0036, -0.0407], [-0.0129, -0.0062, 0.0044], [0.0043, 0.0136, 0.0233], [-0.0061, -0.0467, 0.0468], [0.0126, 0.0092, -0.0466], [0.0279, 0.0063, 0.0184], [0.0468, 0.0038, 0.0222], [0.0154, -0.0163, 0.0273], [-0.0026, -0.0184, 0.0085], [0.0060, -0.0020, -0.0087], [0.0000, 0.0030, -0.0017], [-0.0020, 0.0077, -0.0059], [-0.0099, 0.0382, 0.0083], [0.0043, -0.0098, 0.0294], [0.0079, 0.0003, 0.0125], [-0.0803, -0.0461, -0.0598], [0.1238, 0.0709, 0.1425], [-0.0223, 0.0068, -0.0147], [-0.0217, -0.0263, -0.0222], [-0.0082, 0.0380, 0.0015], [-0.0026, -0.0072, 0.0034], [-0.0087, 0.0009, -0.0214], [0.0082, -0.0011, 0.0002], [0.0052, 0.0072, -0.0049], [0.0073, -0.0171, 0.0080], [0.0044, 0.0091, -0.0029], [-0.0025, 0.0036, -0.0051], [0.0003, -0.0014, 0.0007], [-0.0013, 0.0137, 0.0108], [-0.0020, -0.0058, -0.0035], [0.0030, -0.0126, -0.0085], [0.0019, 0.0032, 0.0040], [0.0208, -0.0188, -0.0630], [-0.0132, -0.0170, 0.0498], [-0.0440, 0.0222, -0.0091], [0.0050, 0.0040, 0.0008], [0.0092, 0.0063, -0.0001], [0.0003, -0.0040, -0.0038], [0.0319, -0.0313, 0.0097], [-0.0661, 0.0725, -0.0227], [0.0005, -0.0302, 0.0151], [-0.0029, 0.0307, -0.0071], [-0.0125, 0.0062, 0.0044], [0.0535, -0.0011, -0.0218], [0.0003, 0.0025, 0.0379], [-0.0635, 0.0080, 0.0437], [0.0053, -0.0148, 0.0046], [-0.0075, -0.0023, -0.0038], [0.0060, 0.0029, -0.0025], [-0.0036, -0.0086, 0.0104]]}

=====

[2]
{"formula": "C36H38CoN7P2S", "method": "ωB97M-V/def2-TZVPD", "fmax_ev_per_a": 0.2, "relative_energy_kj_mol": 11.6, "homo_lumo_gap_ev": 7.27, "charge": 2, "species": ["Co", "C", "C", "N", "N", "C", "N", "S", "C", "C", "C", "C", "C", "N", "H", "H", "H", "H", "H", "H", "H", "H", "H", "C", "C", "C", "C", "C", "C", "P", "C", "C", "C", "C", "C", "C", "C", "C", "C", "C", "C", "C", "C", "C", "C", "C", "H", "H", "H", "H", "H", "H", "H", "H", "H", "H", "H", "H", "H", "H", "H", "H", "C", "N", "C", "N", "C", "N", "C", "P", "C", "C", "H", "H", "H", "H", "H", "H", "H", "H", "H", "H", "H", "H", "H"], "positions_angstrom": [[-0.96933, -0.16803, -0.52831], [-1.87135, -2.49870, -3.98692], [-1.33387, -1.92011, -2.72203], [-1.55496, -0.72222, -2.31468], [-2.47235, 0.04318, -3.00906], [-3.33294, 0.50733, -2.14031], [-4.37102, 1.23751, -2.56103], [-3.20192, 0.16207, -0.42454], [-0.64677, -2.76426, -1.72973], [-0.18234, -4.04093, -2.01109], [0.32639, -4.81595, -0.97938], [0.35114, -4.28599, 0.29926], [-0.11373, -2.99535, 0.49824], [-0.60876, -2.24150, -0.48494], [-2.39873, -1.73971, -4.55393], [-2.55425, -3.32096, -3.76523], [-1.06023, -2.90523, -4.59549], [-4.54873, 1.34049, -3.54599], [-5.01468, 1.63342, -1.90013], [-0.23998, -4.42799, -3.01861], [0.68437, -5.81850, -1.17115], [0.71642, -4.85648, 1.14148], [-0.08416, -2.55247, 1.48395], [2.33432, -1.55116, 4.44173], [1.02987, -2.01397, 4.51608], [0.04179, -1.46301, 3.70922], [0.35368, -0.44689, 2.80736], [1.66519, 0.02810, 2.76035], [2.64975, -0.51760, 3.56834], [-0.90138, 0.27047, 1.68901], [-2.46463, -0.06227, 2.53508], [-3.05195, 0.87199, 3.38130], [-4.23721, 0.56376, 4.03413], [-4.83659, -0.67238, 3.84538], [-4.26079, -1.60341, 2.99015], [-3.08274, -1.29698, 2.33050], [-0.57833, 2.03160, 1.67293], [-0.29450, 2.79190, 2.77970], [-0.07737, 4.17546, 2.64215], [-0.13950, 4.75508, 1.40463], [-0.40205, 3.98927, 0.24308], [-0.40735, 4.57449, -1.04812], [-0.62471, 3.78997, -2.14003], [-0.83635, 2.39409, -2.00333], [-0.85322, 1.77295, -0.77864], [-0.63104, 2.59794, 0.37291], [3.09805, -1.97334, 5.08087], [0.77107, -2.79581, 5.21768], [-0.97606, -1.81845, 3.79984], [1.90486, 0.87210, 2.12731], [3.65720, -0.12201, 3.54007], [-2.60148, 1.84515, 3.52247], [-4.69465, 1.29472, 4.68708], [-5.76102, -0.90777, 4.35538], [-4.73722, -2.56101, 2.82855], [-2.65791, -2.01350, 1.63531], [-0.23373, 2.33342, 3.76006], [0.13853, 4.77452, 3.51624], [0.02772, 5.81972, 1.29465], [-0.24207, 5.63982, -1.14799], [-0.64560, 4.22997, -3.12943], [-1.02292, 1.82795, -2.90683], [3.76109, -0.93161, -2.64026], [2.89987, 0.20564, -3.21671], [3.47486, 1.53903, -2.70130], [3.52455, 1.53958, -1.28591], [4.33218, 0.42928, -0.78902], [3.80242, -0.86271, -1.22458], [2.52124, -1.18457, -0.58870], [1.21913, 0.07258, -0.99040], [1.45946, 0.04292, -2.83109], [2.19936, 1.61605, -0.66916], [4.75648, -0.80132, -3.06490], [3.32521, -1.86800, -2.98742], [2.97380, 0.19185, -4.23550], [2.83167, 2.33139, -3.08272], [4.47313, 1.62021, -3.13144], [4.35552, 0.45935, 0.29890], [5.35132, 0.53640, -1.16253], [2.65777, -1.23313, 0.49303], [2.18904, -2.17359, -0.91568], [0.88100, 0.84916, -3.28282], [1.10902, -0.90794, -3.23386], [2.30891, 1.78431, 0.39999], [1.65510, 2.47065, -1.07345]], "forces_ev_per_angstrom": [[0.0536, -0.1413, 0.0842], [0.0334, 0.0050, -0.0113], [-0.0003, 0.0226, 0.0104], [-0.0507, 0.0221, -0.0300], [0.0205, -0.0035, -0.0222], [0.0462, 0.0745, 0.0033], [-0.0035, 0.0001, 0.0022], [0.0074, 0.0047, -0.0347], [0.0028, -0.0220, -0.0194], [-0.0041, 0.0178, 0.0057], [-0.0003, 0.0091, 0.0132], [0.0000, -0.0072, -0.0055], [-0.0012, 0.0181, -0.0014], [-0.0059, 0.0206, 0.0238], [0.0012, 0.0003, -0.0036], [-0.0060, 0.0038, 0.0078], [-0.0047, -0.0088, 0.0006], [-0.0001, -0.0037, 0.0006], [-0.0071, -0.0105, -0.0007], [-0.0031, 0.0000, -0.0010], [-0.0034, -0.0020, 0.0012], [0.0067, -0.0003, -0.0029], [-0.0116, -0.0075, -0.0127], [0.0143, 0.0084, 0.0011], [-0.0278, -0.0052, -0.0040], [0.0102, -0.0053, -0.0113], [0.0283, 0.0522, -0.0089], [-0.0032, -0.0107, -0.0136], [0.0082, -0.0147, 0.0084], [0.0167, 0.0101, -0.0532], [-0.0186, -0.0207, -0.0396], [-0.0044, -0.0029, 0.0278], [0.0167, 0.0131, -0.0008], [-0.0048, -0.0161, -0.0184], [-0.0088, 0.0037, 0.0266], [0.0329, -0.0253, 0.0379], [-0.0188, -0.0098, -0.0030], [-0.0036, 0.0215, -0.0023], [-0.0011, -0.0071, 0.0067], [0.0046, 0.0046, -0.0089], [0.0019, -0.0066, 0.0103], [0.0026, -0.0021, -0.0019], [-0.0048, 0.0040, -0.0123], [-0.0446, -0.0112, 0.0095], [0.0292, -0.0037, 0.0087], [0.0246, 0.0051, -0.0067], [-0.0007, -0.0022, -0.0010], [-0.0006, 0.0008, 0.0010], [-0.0313, -0.0053, 0.0005], [0.0157, 0.0149, -0.0095], [-0.0046, 0.0041, -0.0022], [-0.0158, -0.0062, 0.0068], [0.0005, 0.0003, -0.0002], [0.0004, 0.0001, 0.0009], [-0.0002, 0.0011, -0.0009], [0.0034, 0.0046, 0.0153], [0.0161, 0.0030, -0.0028], [-0.0035, 0.0004, 0.0000], [-0.0016, -0.0007, 0.0007], [-0.0029, -0.0003, -0.0009], [0.0023, 0.0009, -0.0010], [-0.0360, -0.0027, -0.0053], [0.0017, -0.0069, 0.0023], [-0.0074, 0.0015, -0.0003], [-0.0048, 0.0071, 0.0039], [-0.0019, -0.0040, 0.0021], [0.0006, 0.0010, -0.0011], [0.0122, 0.0041, 0.0101], [-0.0364, -0.0109, -0.0005], [-0.0716, 0.0539, -0.0021], [0.0221, -0.0166, 0.0008], [0.0136, -0.0178, 0.0086], [-0.0027, 0.0031, -0.0035], [-0.0008, 0.0003, 0.0001], [0.0014, -0.0051, -0.0005], [0.0028, 0.0020, -0.0019], [0.0007, -0.0018, -0.0010], [-0.0045, -0.0033, 0.0004], [-0.0004, 0.0004, -0.0020], [-0.0013, 0.0101, 0.0160], [-0.0020, 0.0049, -0.0020], [0.0165, -0.0051, 0.0027], [0.0038, 0.0061, -0.0090], [-0.0013, -0.0003, 0.0110], [-0.0013, -0.0088, 0.0053]]}

=====

Number 1: energy -6271.7826 Eh. Number 2: energy -4241.1452 Eh.